Here is a molecular structure, C13H23F5NOPTeW at a distorted geometry from the Open Molecules 2025 dataset. Energies are from ωB97M-V with the def2-TZVPD basis set.

The HOMO energy (spin up / spin down) comes out at -16.844 / -16.852 eV. The value obtained for the HOMO-LUMO gap (spin up / spin down) is 6.469 / 5.333 eV. The charge is +2. The calculation puts the total energy at -1814.0900 Ha. The molecular weight comes out at 646.7 Da. Its strongest force on any atom is 0.0937 Eh/bohr. Its expectation value of S² is 2.026. As for the spin multiplicity: 3.

Last column: natural (NBO) charge in e.
Geometry (Å):
C  1.2227  2.0023  -3.3787  -0.11
C  2.1560  1.6419  -2.4471  -0.18
C  1.7869  0.7668  -1.4193  0.02
C  0.4727  0.2675  -1.4278  -0.18
C  -0.4610  0.6299  -2.4170  0.00
C  -0.0517  1.5243  -3.4091  -0.14
C  2.7384  0.2820  -0.3470  -0.47
C  2.4381  0.6541  1.1027  -0.22
N  1.0242  0.6460  1.5046  -0.51
W  -0.2944  -0.7113  0.3399  1.27
C  -1.8691  0.1231  -2.2168  -0.72
P  -2.3238  0.2024  -0.4107  1.01
H  3.1612  2.0308  -2.4269  0.26
H  -0.8158  1.8252  -4.1184  0.25
H  1.5191  2.7142  -4.1719  0.27
H  -2.0054  -0.9276  -2.5325  0.29
H  -2.5924  0.7348  -2.7568  0.27
H  2.9378  -0.7953  -0.4071  0.28
H  3.6838  0.7534  -0.5557  0.26
H  2.9472  -0.0502  1.7765  0.26
C  -3.8130  -0.7282  -0.1428  -0.94
C  -2.7216  1.9424  -0.1738  -0.94
H  2.7730  1.6694  1.3605  0.22
C  0.3860  1.9548  1.2833  -0.46
C  0.8951  0.2859  2.9185  -0.44
H  -0.9261  -2.0723  -0.5470  -0.04
H  0.9181  2.6529  1.9401  0.26
H  0.5150  2.2756  0.2420  0.24
H  -0.6757  1.9416  1.5759  0.23
H  1.2735  1.1255  3.5035  0.25
H  -0.1562  0.0882  3.1985  0.23
H  1.4762  -0.6244  3.1340  0.27
H  -3.5882  2.1761  -0.7895  0.29
H  -2.9699  2.1293  0.8705  0.27
H  -1.9052  2.6096  -0.4641  0.27
H  -4.6126  -0.2261  -0.6742  0.28
H  -3.6767  -1.7448  -0.5054  0.29
H  -4.0139  -0.7357  0.9253  0.28
H  -0.9584  -1.6156  1.7102  0.10
F  2.6581  -4.1174  2.0150  -0.58
Te  0.8877  -3.8795  1.4606  3.41
F  0.4484  -3.1736  3.1535  -0.60
F  0.3978  -5.6493  2.1000  -0.54
F  1.2667  -4.5605  -0.2298  -0.58
F  -0.9956  -3.7858  0.9409  -0.60
O  1.4431  -2.2525  0.9136  -1.10